A cluster of 10 separate species, C44H107BNO11S9 in total at a distorted geometry, computed with wB97M-V/def2-TZVPD.

Values from the calculation:
**Max |F|**: 2.4 eV/A
**Energy above the lowest of the compared OMol25 structures with the same formula, charge and spin**: 0.0 kJ/mol
**HOMO-LUMO gap (alpha / beta)**: 8.13 / 8.39 eV
**E**: -169561.006 eV

```
! RIJCOSX wB97M-V def2-TZVPD def2/J DEFGRID3
* xyz 0 2
C -2.723 1.110 5.928
C -3.923 1.296 4.930
C -3.705 0.533 3.579
C -4.452 -0.843 3.513
C -3.478 -2.064 3.352
C -2.515 -1.889 2.122
C -1.920 -3.292 1.712
C -0.352 -3.238 1.714
C 0.219 -2.731 0.349
C 1.771 -2.755 0.341
C 2.391 -2.058 -0.925
C 2.959 -0.624 -0.609
C 1.872 0.474 -0.895
C 2.415 1.822 -1.450
C 3.219 1.721 -2.792
C 2.403 1.929 -4.095
C 1.542 0.742 -4.635
B 2.285 -0.687 -4.575
C 3.860 -0.791 -4.947
O 1.618 -1.879 -4.255
C 0.148 0.700 -3.906
C -1.090 1.331 -4.636
C -2.357 0.416 -4.374
C -1.433 2.688 -3.914
N -0.929 1.608 -6.075
O -0.722 2.844 -6.370
C -0.006 0.685 -6.765
C 0.006 1.094 -8.287
C -0.414 -0.812 -6.722
C 1.420 0.988 -6.219
H -2.615 2.029 6.534
H -1.816 0.926 5.319
H -2.887 0.270 6.630
H -4.850 0.936 5.428
H -4.001 2.388 4.714
H -2.616 0.432 3.410
H -4.115 1.184 2.783
H -5.080 -0.850 2.593
H -5.138 -0.982 4.372
H -2.895 -2.258 4.273
H -4.105 -2.960 3.140
H -3.040 -1.413 1.272
H -1.695 -1.228 2.455
H -2.321 -3.652 0.742
H -2.294 -4.014 2.472
H -0.006 -4.280 1.913
H -0.052 -2.574 2.550
H -0.203 -1.728 0.136
H -0.179 -3.441 -0.410
H 2.083 -3.819 0.323
H 2.158 -2.305 1.275
H 3.203 -2.689 -1.348
H 1.595 -2.037 -1.694
H 3.940 -0.438 -1.081
H 3.135 -0.626 0.489
H 1.399 0.707 0.087
H 1.076 0.013 -1.506
H 1.532 2.475 -1.650
H 2.993 2.363 -0.671
H 3.835 0.805 -2.734
H 3.955 2.566 -2.749
H 1.722 2.796 -3.930
H 3.115 2.259 -4.884
H 4.361 -1.463 -4.223
H 3.918 -1.316 -5.932
H 4.349 0.192 -5.047
H 2.010 -2.619 -4.732
H 0.264 1.267 -2.960
H -0.144 -0.322 -3.581
H -2.706 0.685 -3.356
H -2.105 -0.658 -4.334
H -3.129 0.626 -5.135
H -0.578 3.383 -3.895
H -2.365 3.141 -4.298
H -1.637 2.418 -2.853
H -1.047 1.262 -8.589
H 0.453 0.267 -8.870
H 0.604 2.011 -8.435
H 0.453 -1.393 -7.106
H -1.227 -0.975 -7.446
H -0.625 -1.207 -5.716
H 2.145 0.352 -6.768
H 1.669 2.048 -6.423
C -2.719 -5.616 -7.763
S -3.350 -3.930 -7.682
O -2.175 -3.014 -7.763
C -3.851 -3.999 -5.953
H -2.312 -5.779 -8.760
H -1.932 -5.752 -7.021
H -3.534 -6.317 -7.584
H -2.990 -4.239 -5.327
H -4.630 -4.752 -5.830
H -4.243 -3.022 -5.673
C 3.252 -6.606 4.389
S 1.611 -6.123 3.829
O 1.789 -5.165 2.697
C 1.196 -5.155 5.289
H 3.719 -7.196 3.602
H 3.852 -5.716 4.584
H 3.160 -7.210 5.293
H 1.928 -4.359 5.426
H 1.178 -5.811 6.161
H 0.208 -4.720 5.139
C -1.664 6.814 7.226
S -1.550 5.269 6.306
O -2.903 4.634 6.334
C -0.528 4.405 7.512
H -2.302 7.497 6.667
H -2.101 6.628 8.208
H -0.669 7.246 7.329
H -1.040 4.372 8.474
H 0.428 4.919 7.606
H -0.363 3.390 7.153
C -2.480 -1.623 9.514
S -3.098 0.068 9.610
O -1.916 0.974 9.576
C -3.644 -0.031 11.326
H -2.050 -1.771 8.525
H -1.713 -1.781 10.274
H -3.306 -2.320 9.659
H -2.802 -0.291 11.968
H -4.432 -0.779 11.413
H -4.035 0.943 11.614
C 5.936 5.170 -4.559
S 6.539 3.622 -3.861
O 6.472 3.749 -2.377
C 8.258 3.859 -4.346
H 4.873 5.252 -4.338
H 6.469 6.010 -4.112
H 6.082 5.162 -5.640
H 8.641 4.783 -3.913
H 8.327 3.893 -5.434
H 8.836 3.015 -3.972
C 1.550 5.994 2.818
S 1.445 5.022 4.330
O 1.351 5.985 5.469
C 3.143 4.421 4.286
H 0.596 6.497 2.672
H 2.344 6.736 2.910
H 1.745 5.332 1.974
H 3.835 5.264 4.283
H 3.288 3.809 3.395
H 3.312 3.814 5.174
C -5.845 5.547 1.657
S -5.492 4.146 2.735
O -4.384 3.373 2.107
C -7.025 3.264 2.389
H -4.989 6.220 1.684
H -6.003 5.199 0.636
H -6.730 6.071 2.020
H -7.105 3.063 1.320
H -7.873 3.863 2.726
H -7.006 2.323 2.937
C 3.203 -9.766 8.611
S 1.557 -9.290 8.056
O 1.731 -8.338 6.920
C 1.142 -8.312 9.512
H 3.668 -10.359 7.825
H 3.802 -8.875 8.800
H 3.121 -10.367 9.518
H 1.874 -7.514 9.643
H 1.125 -8.958 10.390
H 0.155 -7.880 9.361
C 1.537 3.056 -13.220
S 1.894 1.659 -12.138
O 2.998 0.881 -12.770
C 0.359 0.774 -12.462
H 2.393 3.728 -13.202
H 1.371 2.703 -14.238
H 0.654 3.582 -12.854
H 0.269 0.568 -13.530
H -0.485 1.374 -12.120
H 0.384 -0.164 -11.910
*
```


A cluster of 12 separate species, C44H108N4O20 in total at a distorted geometry, computed with wB97M-V/def2-TZVPD.

Values from the calculation:
**Max |F|**: 2.5 eV/A
**Energy above the lowest of the compared OMol25 structures with the same formula, charge and spin**: 0.0 kJ/mol
**HOMO-LUMO gap**: 9.46 eV
**E**: -94280.552 eV

```
! RIJCOSX wB97M-V def2-TZVPD def2/J DEFGRID3
* xyz 0 1
C 16.223 -2.452 11.870
N 16.742 -1.227 12.483
C 18.034 -0.912 12.457
C 18.407 0.372 13.199
O 18.902 -1.570 11.899
H 15.161 -2.325 11.678
H 16.351 -3.275 12.581
H 16.776 -2.721 10.975
H 16.064 -0.649 12.959
H 19.347 0.708 12.761
H 18.666 0.068 14.217
H 17.717 1.213 13.210
C 11.844 -8.407 15.726
N 11.526 -7.742 14.476
C 11.053 -8.369 13.386
C 10.649 -7.425 12.284
O 10.867 -9.573 13.268
H 11.817 -9.492 15.674
H 11.222 -8.069 16.556
H 12.865 -8.155 16.023
H 11.470 -6.735 14.431
H 11.053 -7.652 11.299
H 10.802 -6.374 12.550
H 9.564 -7.438 12.138
C 11.042 -4.093 10.916
N 10.211 -3.305 11.795
C 10.195 -1.955 11.779
C 9.310 -1.284 12.794
O 10.922 -1.300 11.038
H 10.437 -4.688 10.229
H 11.665 -4.758 11.519
H 11.688 -3.460 10.312
H 9.671 -3.776 12.522
H 8.742 -0.485 12.321
H 9.928 -0.843 13.577
H 8.580 -1.952 13.256
C 9.101 -6.440 16.225
N 8.587 -6.801 14.910
C 8.591 -6.004 13.829
C 7.890 -6.523 12.615
O 9.087 -4.874 13.848
H 9.582 -5.466 16.186
H 9.896 -7.147 16.471
H 8.346 -6.474 17.007
H 8.094 -7.674 14.819
H 6.865 -6.812 12.844
H 8.429 -7.421 12.299
H 7.897 -5.786 11.819
C 7.375 1.797 18.665
O 8.578 2.379 18.205
C 9.266 1.582 17.283
C 10.729 1.927 17.127
O 10.922 3.211 16.538
C 10.697 4.283 17.414
H 6.893 2.570 19.259
H 7.548 0.854 19.189
H 6.717 1.583 17.813
H 8.830 1.655 16.275
H 9.179 0.527 17.581
H 11.172 1.149 16.504
H 11.276 1.937 18.075
H 9.674 4.653 17.332
H 11.378 5.105 17.173
H 10.950 4.062 18.456
C 7.795 -1.579 15.964
O 7.247 -1.317 17.234
C 6.684 -2.468 17.820
C 6.309 -2.146 19.254
O 7.369 -1.745 20.120
C 8.330 -2.759 20.240
H 7.085 -1.975 15.232
H 8.575 -2.342 16.100
H 8.330 -0.707 15.590
H 7.385 -3.313 17.796
H 5.788 -2.829 17.303
H 5.882 -3.051 19.704
H 5.553 -1.366 19.305
H 9.063 -2.750 19.425
H 7.903 -3.770 20.215
H 8.884 -2.678 21.174
C 13.204 -0.098 12.647
O 14.227 0.290 13.549
C 14.216 -0.655 14.618
C 15.315 -0.345 15.643
O 15.059 0.880 16.351
C 15.079 2.077 15.578
H 12.270 -0.035 13.215
H 13.321 -1.110 12.249
H 13.035 0.512 11.762
H 14.332 -1.634 14.139
H 13.245 -0.566 15.114
H 16.304 -0.332 15.180
H 15.283 -1.085 16.442
H 15.235 2.848 16.337
H 14.105 2.233 15.118
H 15.903 2.142 14.867
C 14.202 -2.145 24.113
O 13.531 -2.019 22.870
C 12.523 -1.027 22.872
C 11.831 -0.944 21.512
O 12.698 -1.080 20.412
C 13.680 -0.072 20.318
H 14.754 -1.215 24.267
H 14.912 -2.965 24.034
H 13.536 -2.381 24.946
H 12.926 -0.054 23.175
H 11.797 -1.327 23.636
H 11.293 0.011 21.479
H 11.154 -1.785 21.371
H 14.186 0.206 21.248
H 13.221 0.858 19.965
H 14.488 -0.347 19.643
C 11.505 -2.181 17.417
O 12.075 -2.811 16.285
C 11.125 -3.154 15.294
C 11.844 -3.762 14.106
O 12.529 -4.950 14.461
C 13.589 -5.240 13.571
H 12.262 -1.785 18.091
H 10.835 -2.875 17.931
H 10.950 -1.297 17.076
H 10.629 -2.256 14.910
H 10.405 -3.874 15.695
H 12.437 -3.064 13.505
H 11.100 -4.085 13.359
H 14.192 -6.032 14.017
H 14.297 -4.418 13.437
H 13.230 -5.597 12.599
C 12.591 -5.633 17.668
O 12.829 -6.683 18.580
C 14.196 -6.875 18.856
C 14.399 -8.013 19.830
O 13.666 -7.714 21.006
C 13.436 -8.833 21.835
H 11.519 -5.420 17.668
H 12.881 -5.756 16.625
H 13.010 -4.736 18.133
H 14.583 -5.927 19.248
H 14.699 -7.137 17.915
H 15.437 -8.193 20.125
H 14.009 -8.944 19.398
H 12.996 -8.491 22.767
H 14.384 -9.334 22.060
H 12.773 -9.543 21.331
C 14.431 -9.651 13.390
O 15.094 -10.331 12.344
C 14.546 -10.170 11.049
C 15.655 -10.284 10.037
O 16.353 -9.074 9.809
C 15.647 -8.010 9.190
H 13.373 -9.893 13.509
H 14.467 -8.574 13.177
H 15.018 -9.828 14.287
H 14.012 -9.218 10.953
H 13.808 -10.966 10.903
H 15.315 -10.624 9.052
H 16.331 -11.047 10.423
H 15.255 -8.307 8.213
H 16.446 -7.287 9.046
H 14.844 -7.574 9.786
C 17.158 -6.488 13.350
O 16.833 -5.317 14.096
C 17.895 -4.709 14.804
C 17.446 -3.431 15.517
O 16.659 -3.671 16.675
C 15.325 -4.012 16.374
H 16.362 -6.565 12.611
H 17.085 -7.366 13.998
H 18.149 -6.393 12.906
H 18.770 -4.514 14.173
H 18.220 -5.457 15.541
H 16.827 -2.797 14.869
H 18.324 -2.850 15.796
H 15.212 -5.026 15.986
H 14.782 -3.291 15.755
H 14.821 -4.027 17.341
*
```